Record 1
3 unconnected molecules or ions with the total composition C3H7N3O2 at a distorted geometry. Source: OMol25; level of theory: ωB97M-V/def2-TZVPD.

```
15
Properties=species:S:1:pos:R:3:forces:R:3
O -2.949440 0.804286 1.935755 -0.20 0.54 0.44
C -2.662021 -0.117914 1.304910 -0.15 0.90 0.57
O -2.375122 -1.021751 0.669143 0.40 -1.47 -1.01
C 1.613124 -2.053038 2.272465 0.97 -0.63 -1.70
N 0.875655 -1.145790 2.721264 -0.89 0.43 0.59
N 0.605483 -1.078528 4.048305 1.96 -1.31 2.07
H 1.672274 -2.115640 1.172804 0.07 0.09 0.60
H 2.256864 -2.765306 2.805713 -0.46 0.19 0.44
H 1.343751 -1.572008 4.729414 -2.07 1.60 -1.90
H 0.283970 -0.162186 4.345763 0.38 -0.34 -0.12
C -0.207230 2.341362 -5.590955 1.49 1.24 -1.28
N 0.025189 2.560432 -4.394463 -0.07 1.02 2.25
H 0.057471 3.134314 -6.345497 -0.58 -0.62 0.72
H -0.383375 1.382995 -5.960870 -0.92 -1.67 -0.88
H -0.156592 1.808772 -3.713753 0.07 0.02 -0.81
```
Forces are in eV/Å.

Computed properties:
**Lowest unoccupied orbital energy**: 0.6 eV
**ΔE to the lowest compared entry with this formula, charge and spin**: 82.3 kcal per mole
**SMILES**: O=C=O.C=NN.C=N
**HOMO**: -9.136 eV
**Total energy**: -11787.7447 eV
**Kohn-Sham gap**: 9.8 eV

Computed Löwdin charges, given in elementary charges: number 1, O, carries 0.203; number 2, C, carries -0.439; number 3, O, carries 0.218; number 4, C, carries -0.112; number 5, N, carries -0.158; number 6, N, carries -0.049; number 7, H, carries 0.061; number 8, H, carries 0.063; number 9, H, carries 0.141; number 10, H, carries 0.072; number 11, C, carries -0.168; number 12, N, carries 0.009; number 13, H, carries 0.076; number 14, H, carries 0.034; number 15, H, carries 0.049

***

Record 2
A molecular structure, C14H32I2LiNb at a distorted geometry. Source: OMol25; level of theory: ωB97M-V/def2-TZVPD.

```
50
Properties=species:S:1:pos:R:3:forces:R:3
C 3.504287 -2.147989 0.145657 -0.38 -0.25 -0.56
C 2.481894 -1.515768 -0.828943 0.08 -0.07 0.78
C 2.046685 -0.108946 -0.441259 0.11 0.26 -0.53
C 3.137582 0.905172 -0.070343 -0.73 0.32 0.60
C 2.575044 1.986515 0.884766 0.81 0.30 0.00
C 1.792483 3.081965 0.162440 -0.73 -0.80 -0.23
C 0.382203 2.490691 -0.111666 0.41 0.81 0.74
C -0.807069 3.450063 -0.079439 0.12 0.35 -0.84
C -2.005907 2.946642 -0.925675 0.02 -0.28 0.80
C -1.924902 1.430026 -1.166315 -0.69 -0.20 -0.32
C -3.275935 0.685904 -1.196562 -0.11 -0.12 -1.36
Nb -2.860389 -1.501173 -1.059546 -1.55 2.43 0.64
C -2.392557 -1.601427 1.200652 1.48 -0.47 0.02
I -2.393808 0.282912 2.209587 -1.40 0.40 -0.53
C -1.045547 -2.312484 1.379090 -0.74 -0.04 0.87
C -1.236107 -3.778126 1.771095 0.05 0.19 -0.12
I 0.209070 -1.394349 3.014286 1.40 -1.12 -0.18
H 3.385179 -1.795910 1.174361 0.05 0.06 0.01
H 4.520745 -1.965560 -0.187634 0.09 0.07 0.23
H 3.396659 -3.246568 0.112135 0.39 -0.07 0.09
H 2.840534 -1.577256 -1.852925 0.09 -0.05 -0.03
H 1.556206 -2.106604 -0.818421 -0.29 -0.05 -0.47
H 1.295824 -0.168578 0.349851 0.14 -0.06 0.09
H 1.525434 0.308726 -1.303717 -0.22 -0.21 0.10
H 3.451477 1.409513 -0.983869 0.44 -0.10 0.01
H 4.001291 0.483204 0.443068 0.06 -0.35 -0.25
H 1.915490 1.523495 1.622525 0.13 -0.10 0.09
H 3.414773 2.392569 1.454312 0.04 0.18 -0.10
H 2.270143 3.267032 -0.801518 0.11 0.40 0.07
H 1.741925 4.011987 0.724999 0.01 0.02 0.13
H 0.425142 1.948673 -1.050237 -0.15 -0.02 0.04
H 0.227505 1.795832 0.715307 -0.22 -0.37 -0.37
H -0.474375 4.427963 -0.439529 -0.11 0.07 -0.02
H -1.148459 3.604638 0.942952 0.17 -0.05 0.16
H -2.102995 3.477637 -1.872720 0.10 -0.01 -0.04
H -2.914908 3.152860 -0.357290 -0.10 0.06 -0.11
H -1.313273 0.942351 -0.412822 0.19 0.24 -0.01
H -1.440684 1.264328 -2.131156 0.19 -0.20 0.10
H -3.752258 0.870153 -2.169646 -0.12 0.11 0.09
H -3.972264 1.071327 -0.448418 -0.01 -0.18 0.22
H -1.040330 -1.215457 -1.337052 0.35 -0.63 -0.02
H -2.478492 -3.305116 -1.181183 0.03 -0.28 -0.30
H -4.634599 -1.954315 -0.816499 0.12 -0.52 0.03
H -2.994618 -1.576373 -2.874797 0.56 -0.31 0.16
H -3.135644 -2.229385 1.687846 -0.23 0.34 0.17
H -0.429253 -2.185119 0.497238 0.30 0.25 -0.10
H -2.108388 -3.860386 2.418317 0.02 -0.10 0.00
H -0.396532 -4.153102 2.351450 0.16 -0.23 -0.09
H -1.400069 -4.378129 0.877615 -0.11 -0.08 -0.06
Li 1.581786 -3.134059 0.779632 -0.35 0.45 0.42
```
Forces are in eV/Å.

Computed properties:
**Lowest unoccupied orbital energy**: -1.2 eV
**HOMO**: -7.516 eV
**Total energy**: -32984.8377 eV
**Kohn-Sham gap**: 6.3 eV

Computed Löwdin charges, given in elementary charges: number 1, C, carries -0.141; number 2, C, carries -0.260; number 3, C, carries -0.229; number 4, C, carries -0.175; number 5, C, carries -0.215; number 6, C, carries -0.177; number 7, C, carries -0.237; number 8, C, carries -0.191; number 9, C, carries -0.194; number 10, C, carries -0.409; number 11, C, carries -0.458; number 12, Nb, carries 1.170; number 13, C, carries -0.934; number 14, I, carries 0.789; number 15, C, carries -0.896; number 16, C, carries -0.206; number 17, I, carries 0.679; number 18, H, carries 0.070; number 19, H, carries 0.089; number 20, H, carries 0.055; number 21, H, carries 0.122; number 22, H, carries 0.055; number 23, H, carries 0.058; number 24, H, carries 0.109; number 25, H, carries 0.113; number 26, H, carries 0.100; number 27, H, carries 0.091; number 28, H, carries 0.105; number 29, H, carries 0.107; number 30, H, carries 0.107; number 31, H, carries 0.091; number 32, H, carries 0.068; number 33, H, carries 0.103; number 34, H, carries 0.101; number 35, H, carries 0.107; number 36, H, carries 0.096; number 37, H, carries -0.011; number 38, H, carries 0.094; number 39, H, carries 0.025; number 40, H, carries 0.011; number 41, H, carries -0.104; number 42, H, carries -0.166; number 43, H, carries -0.143; number 44, H, carries -0.141; number 45, H, carries -0.006; number 46, H, carries -0.047; number 47, H, carries 0.082; number 48, H, carries 0.026; number 49, H, carries 0.061; number 50, Li, carries 0.655

***

Record 3
2 unconnected molecules or ions with the total composition C2H7S3. Source: OMol25; level of theory: ωB97M-V/def2-TZVPD.

```
12
Properties=species:S:1:pos:R:3:forces:R:3
C 0.677735 -1.094556 -1.268964 0.05 0.10 0.10
C 1.471087 -0.734838 -0.013457 0.00 0.14 -0.16
S 0.434978 -0.449475 1.454438 -0.16 -0.05 0.10
H -0.120161 -0.368388 -1.425527 -0.01 0.06 -0.08
H 0.200952 -2.065498 -1.153570 -0.05 -0.13 0.01
H 1.313882 -1.111039 -2.163300 -0.01 -0.05 0.01
H 2.066457 0.158396 -0.222902 -0.01 0.07 -0.01
H 2.194168 -1.529460 0.188102 -0.01 -0.07 0.07
S -3.073784 2.246784 1.619876 0.03 -0.10 -0.01
S -1.973562 1.699608 -0.057175 -0.22 0.29 0.02
H -2.030815 2.468069 2.436116 -0.01 0.11 -0.02
H -1.160938 0.780394 0.606367 0.39 -0.39 -0.03
```
Forces are in eV/Å.

Computed properties:
**Total charge**: -1
**Lowest unoccupied orbital energy**: 3.2 eV
**ΔE to the lowest compared entry with this formula, charge and spin**: 11.9 kcal per mole
**HOMO**: -2.928 eV
**Total energy**: -34694.3094 eV
**Kohn-Sham gap**: 6.1 eV

Computed Löwdin charges, given in elementary charges: number 1, C, carries -0.230; number 2, C, carries -0.806; number 3, S, carries 0.193; number 4, H, carries 0.027; number 5, H, carries 0.050; number 6, H, carries 0.050; number 7, H, carries 0.026; number 8, H, carries 0.023; number 9, S, carries 0.129; number 10, S, carries 0.087; number 11, H, carries -0.219; number 12, H, carries -0.329